No. 1
The following is a quantum chemistry calculation of an isolated molecule of C3H6N2O, from OMol25.

**HOMO-LUMO gap**: 9.69 eV
**Energy relative to the best compared isomer or geometry (same formula, charge and spin)**: 46.3 kcal/mol
**Highest occupied orbital energy**: -8.99 eV
**Charge**: 0
**Largest force on an atom**: 0.015 hartree/bohr
**Lowest unoccupied orbital energy**: 0.69 eV

Bonds (Å) are listed after each position.
Positions of all 12 atoms, in Å:
1 C 0.9513 -0.3634 -1.6554  N2 1.475, H7 1.096, H8 1.092, H9 1.095
2 N -0.1626 -0.9466 -0.8847  C1 1.475, C3 1.335, H10 1.004
3 C -0.8293 -0.5719 0.2095  N2 1.335, N4 1.362
4 N -0.3992 0.6010 0.7514  C3 1.362, C5 1.389, H11 1.019
5 C -1.1169 1.1094 1.8270  N4 1.389, O6 1.206, H12 1.103
6 O -0.9016 2.1825 2.3329  C5 1.206
7 H 1.7897 -1.0637 -1.7412  C1 1.096
8 H 0.5942 -0.0963 -2.6527  C1 1.092
9 H 1.3452 0.5462 -1.1912  C1 1.095
10 H -0.6061 -1.7065 -1.3682  N2 1.004
11 H 0.3124 1.2139 0.3561  N4 1.019
12 H -1.8977 0.3880 2.1227  C5 1.103

---

No. 2
The following is a quantum chemistry calculation of an isolated molecule of C5H8IN, from OMol25.

**HOMO-LUMO gap (alpha / beta)**: 7.23 / 8.69 eV
**Energy relative to the best compared isomer or geometry (same formula, charge and spin)**: 114.6 kcal/mol
**Highest occupied orbital energy (alpha / beta)**: -8.12 / -9.01 eV
**Charge**: 0
**Largest force on an atom**: 0.104 hartree/bohr
**Lowest unoccupied orbital energy (alpha / beta)**: -0.89 / -0.32 eV

Bonds (Å) are listed after each position.
Positions of all 15 atoms, in Å:
1 C 0.8384 0.7584 1.0232  C3 1.636, C4 1.426, H8 1.145, H9 1.077
2 C -1.1618 1.4810 -0.7106  C4 1.587, N6 1.489, H10 1.111, H11 1.133
3 C 0.4061 -0.6618 0.3353  C1 1.636, C4 1.471, C5 1.542, H12 0.990
4 C 0.1071 0.6764 -0.1982  C1 1.426, C2 1.587, C3 1.471
5 C 1.3202 -1.7035 -0.3417  C3 1.542, H13 1.163, H14 1.158, H15 1.118
6 N -2.2827 1.3228 0.2560  C2 1.489, I7 2.044
7 I -3.3914 -0.3914 0.1530  N6 2.044
8 H 0.4519 1.0917 2.0480  C1 1.145
9 H 1.8966 0.9595 1.0194  C1 1.077
10 H -0.7778 2.5233 -0.6991  C2 1.111
11 H -1.5215 1.2927 -1.7680  C2 1.133
12 H -0.3968 -1.1703 0.6143  C3 0.990
13 H 2.2178 -1.4213 -1.0253  C5 1.163
14 H 0.7102 -2.2867 -1.1344  C5 1.158
15 H 1.5836 -2.4707 0.4282  C5 1.118

---

No. 3
The following is a quantum chemistry calculation of an isolated molecule of CH3NSSi, from OMol25.

**SMILES**: N#C[SiH2]S
**HOMO-LUMO gap**: 9.93 eV
**Energy relative to the best compared isomer or geometry (same formula, charge and spin)**: 21.4 kcal/mol
**Highest occupied orbital energy**: -10.43 eV
**Charge**: 0
**Largest force on an atom**: 0.055 hartree/bohr
**Lowest unoccupied orbital energy**: -0.50 eV

Bonds (Å) are listed after each position.
Positions of all 7 atoms, in Å:
1 N -0.2417 -0.0944 -3.5687  C2 1.151
2 C -0.0961 -0.5059 -2.5036  N1 1.151, Si3 2.030
3 Si -0.0509 -1.2388 -0.6110  C2 2.030, S4 2.194, H5 1.483, H6 1.538
4 S 0.4338 -0.5396 1.4114  Si3 2.194, H7 1.427
5 H 1.0788 -2.1384 -0.9497  Si3 1.483
6 H -1.5358 -1.4561 -0.2724  Si3 1.538
7 H 1.5669 0.1890 0.9397  S4 1.427